[1]
Here is C21H35AsF6NO7ReS2Sb as an isolated structure from the Open Molecules 2025 dataset. Energies are from ωB97M-V/def2-TZVPD.

```
! RIJCOSX wB97M-V def2-TZVPD def2/J DEFGRID3
* xyz 2 2
Re -0.8795 0.6378 -0.7430
Sb -1.9595 -1.4382 0.5527
As 1.6413 0.2847 -0.7525
S -2.4229 -0.2299 -3.4034
S -2.6405 2.1853 -2.3671
F -0.7718 0.0468 -5.3889
F -5.1136 2.9211 -2.5401
F -2.7773 -0.5842 -5.9321
F -3.7868 4.3415 -1.5799
F -1.4148 -1.9859 -4.9868
F -3.7274 4.0865 -3.7329
O -1.1505 -0.2383 -2.5601
O 0.9047 1.6197 2.5998
O -1.3219 2.7717 -2.2584
O -0.7971 1.7928 0.6540
O -2.4405 1.4946 2.1572
O -2.9442 1.4092 -1.1280
O -3.3904 -1.1602 -2.9428
N -2.8508 1.2579 -3.6194
C -0.0963 3.8439 2.7390
C -1.4686 -1.6997 2.6097
C 6.1279 -1.3206 -0.7993
C -0.0734 -3.4234 -0.8705
C 4.8023 0.3494 0.9732
C 4.0953 -0.6497 0.3107
C 6.8245 -0.3187 -0.1396
C -0.2829 2.3453 2.9541
C -1.3236 1.8368 1.9709
C -0.7335 2.0194 4.3681
C 2.3644 2.0689 -0.6534
C 0.0055 -1.9536 2.8882
C 2.1472 -0.3488 -2.5057
C -1.7941 -0.7269 -5.0792
C -1.5268 -3.2736 -0.4337
C 4.7689 -1.4850 -0.5759
C 6.1610 0.5138 0.7510
C -3.9398 3.5036 -2.5800
C -4.0807 -1.2369 0.5129
C -4.7686 -2.5979 0.4531
C 2.6195 -0.8078 0.5295
H 0.2110 4.0607 1.7168
H -1.8198 -4.0626 0.2613
H -4.3408 -0.6049 -0.3334
H 0.1963 -2.6711 -1.6155
H 2.1790 2.4709 0.3405
H 0.1597 -2.1096 3.9566
H 4.2345 -2.2845 -1.0787
H -2.0901 -2.5487 2.9054
H 0.6129 -3.3391 -0.0277
H 0.6145 -1.1021 2.5901
H 7.8854 -0.1942 -0.3097
H 0.6760 4.2011 3.4214
H -4.3299 -0.6921 1.4240
H -1.0158 4.3875 2.9601
H -1.7059 2.4613 4.5790
H 6.6457 -1.9828 -1.4803
H 1.8726 -1.3962 -2.6179
H 0.3734 -2.8445 2.3764
H -1.8482 -0.8280 3.1404
H -4.4977 -3.2367 1.2957
H 3.2262 -0.2446 -2.6068
H 2.2895 -1.8339 0.3745
H -5.8492 -2.4591 0.4892
H 1.6465 0.2492 -3.2654
H 2.3085 -0.4825 1.5182
H 3.4344 2.0152 -0.8431
H -0.0140 2.4290 5.0789
H -4.5405 -3.1298 -0.4705
H -0.7984 0.9409 4.5133
H 1.8843 2.6869 -1.4112
H -2.2054 -3.3275 -1.2854
H 4.2899 0.9952 1.6795
H 0.0848 -4.4027 -1.3222
H 1.5402 1.7429 3.3164
H 6.7056 1.2854 1.2789
*
```

As for the strongest force on any atom: 0.012 hartree/bohr. The HOMO-LUMO gap (spin up / spin down) is 0.2121 / 0.2260 Ha. The total energy is -145631.9829 eV. For the relative energy (zero: lowest compared OMol25 entry of this formula, charge and spin), the calculation gives 1.204 eV.

Mulliken analysis output, partial charges in e:
1 Re 1.252
2 Sb 0.388
3 As 0.448
4 S 1.259
5 S 0.977
6 F -0.181
7 F -0.160
8 F -0.157
9 F -0.153
10 F -0.157
11 F -0.153
12 O -0.432
13 O -0.319
14 O -0.636
15 O 0.022
16 O -0.422
17 O -0.666
18 O -0.661
19 N -0.564
20 C -1.721
21 C -0.696
22 C -0.774
23 C -0.893
24 C -0.180
25 C -0.045
26 C -0.510
27 C 1.574
28 C -0.196
29 C -1.564
30 C -1.133
31 C -0.780
32 C -1.244
33 C 0.572
34 C -0.801
35 C -0.301
36 C -0.723
37 C 0.596
38 C -0.419
39 C -1.254
40 C -0.331
41 H 0.307
42 H 0.592
43 H 0.202
44 H 0.022
45 H 0.183
46 H 0.454
47 H 0.447
48 H 0.643
49 H 0.147
50 H 0.017
51 H 0.415
52 H 0.463
53 H 0.537
54 H 0.416
55 H 0.401
56 H 0.425
57 H 0.317
58 H 0.322
59 H 0.341
60 H 0.321
61 H 0.524
62 H 0.407
63 H 0.419
64 H 0.433
65 H 0.230
66 H 0.481
67 H 0.469
68 H 0.303
69 H 0.329
70 H 0.490
71 H 0.457
72 H 0.406
73 H 0.479
74 H 0.303
75 H 0.432

***

[2]
Here is a 13-piece molecular cluster, C21H35Cl36N3OP overall in a non-equilibrium geometry from the Open Molecules 2025 dataset. Energies are from ωB97M-V/def2-TZVPD.

```
! RIJCOSX wB97M-V def2-TZVPD def2/J DEFGRID3
* xyz 1 1
Cl 4.7916 -4.6659 2.7061
Cl -4.5815 -1.8874 2.7294
Cl -15.8746 2.4293 4.9316
Cl 8.9218 5.5858 -3.1910
Cl 5.4564 -3.5213 0.1115
Cl 3.3619 2.6181 7.7787
Cl -1.7239 -6.9972 5.3133
Cl 0.1976 -4.8135 5.1608
Cl 10.5654 0.7862 -7.4602
Cl 5.9271 0.9745 -8.0369
Cl 4.3893 0.5871 5.9612
Cl 6.6300 2.3188 3.5108
Cl 8.8242 6.5350 -5.9429
Cl -1.7912 -1.0855 2.9636
Cl 4.8360 0.3383 2.3519
Cl 3.7516 2.7628 3.5477
Cl -2.6121 -3.7579 3.7811
Cl -9.2824 -0.0095 2.4184
Cl 0.1199 -6.5230 7.5177
Cl 7.4865 5.3832 -0.1420
Cl -15.9524 0.7198 7.2885
Cl -7.5282 -1.8653 1.0175
Cl 4.6932 3.4122 -7.0277
Cl 8.9189 -1.5866 -7.0826
Cl -14.3467 -4.1280 2.0267
Cl 1.8980 0.1289 7.3989
Cl 2.8620 -2.9808 1.3201
Cl 6.0637 4.5720 -2.5506
Cl -14.3126 -3.8802 4.9287
Cl -17.7961 0.2456 5.0841
Cl 4.0420 2.4480 -9.6978
Cl 9.7705 3.8418 -5.3639
Cl -14.4335 -1.4928 3.2645
Cl 5.9633 2.9007 -0.1673
Cl -9.8885 -2.8584 2.4055
Cl 8.7679 0.6094 -5.1751
P -2.3604 -1.4785 -1.1712
O 0.1998 -0.8727 -1.4791
N 3.2391 1.0888 -4.6782
N 0.7692 2.5460 -0.8122
N -1.0132 -0.2944 -1.4763
C -3.7436 -0.6928 -0.1075
C 1.4237 1.0840 1.2107
C 0.3667 1.4596 -0.0274
C 9.8243 -0.2981 -6.2706
C 2.2532 1.0883 -3.4933
C 6.9573 4.0093 -1.1278
C -8.5983 -1.6440 2.4123
C -1.3902 0.4277 -2.7482
C 5.1060 2.0652 2.6431
C -0.0975 -6.4544 5.7605
C -16.1697 0.7884 5.5313
C 0.7782 1.5007 -4.0768
C -1.0300 0.6234 -0.2355
C -1.7314 -3.0184 -0.2328
C 4.5818 -3.2722 1.6321
C 4.4668 1.9779 -8.0431
C -13.8065 -3.1447 3.3981
C -0.3405 0.2597 -3.9938
C 9.6936 5.5145 -4.7844
C -3.0922 -2.0556 3.6746
C 3.5016 0.8796 7.4666
H 10.7143 5.8935 -4.6899
H 2.1807 0.2377 0.9280
H -0.6725 -2.8995 0.2534
H -15.4429 0.1165 5.0680
H -0.0106 2.6524 -1.4971
H 2.0313 2.0814 1.4511
H -1.5784 1.5925 -2.5794
H 7.8437 3.4689 -1.4694
H 10.6209 -0.7568 -5.6795
H 0.1579 -0.8036 -4.0848
H 5.1717 2.5712 1.6767
H 4.1786 0.7269 -4.3546
H 0.7937 0.8614 2.1844
H 3.4325 2.0615 -5.0040
H 0.6293 -7.1264 5.2972
H 4.0599 0.4258 8.2893
H -1.8039 -3.9605 -0.9596
H -4.5963 -1.5120 0.0147
H 0.3488 2.5150 -3.6422
H -2.4367 0.0049 -3.1350
H -3.3308 -0.4150 0.9719
H 0.9278 1.7068 -5.2432
H -12.7146 -3.1010 3.3816
H -1.9018 1.3925 -0.3885
H -0.9862 0.3864 -4.9901
H 0.0499 -1.7502 -1.9796
H -8.0082 -1.7737 3.3230
H -3.2828 -1.6877 4.6860
H 2.3156 0.0155 -3.0300
H -1.1800 -0.0163 0.7612
H -2.5005 -3.2573 0.6483
H -4.2140 0.2394 -0.6376
H 2.6614 1.8789 -2.7193
H 4.9961 -2.3904 2.1273
H 3.6433 1.3900 -7.6300
*
```

As for the strongest force on any atom: 0.133 hartree/bohr. The HOMO-LUMO gap is 0.3211 Ha. The total energy is -488943.4305 eV. For the relative energy (zero: lowest compared OMol25 entry of this formula, charge and spin), the calculation gives 5.849 eV.

Mulliken analysis output, partial charges in e:
1 Cl -0.115
2 Cl -0.006
3 Cl -0.126
4 Cl -0.070
5 Cl -0.121
6 Cl -0.121
7 Cl -0.126
8 Cl -0.079
9 Cl -0.113
10 Cl -0.076
11 Cl -0.051
12 Cl -0.098
13 Cl -0.119
14 Cl -0.086
15 Cl -0.017
16 Cl -0.097
17 Cl -0.040
18 Cl -0.115
19 Cl -0.114
20 Cl -0.118
21 Cl -0.125
22 Cl -0.136
23 Cl -0.147
24 Cl -0.117
25 Cl -0.116
26 Cl -0.117
27 Cl -0.041
28 Cl -0.081
29 Cl -0.121
30 Cl -0.114
31 Cl -0.129
32 Cl -0.050
33 Cl -0.130
34 Cl -0.127
35 Cl -0.119
36 Cl -0.085
37 P 0.009
38 O -0.396
39 N -0.547
40 N -0.659
41 N 0.636
42 C -0.558
43 C -0.624
44 C 0.565
45 C -0.033
46 C -0.136
47 C -0.153
48 C 0.142
49 C -0.456
50 C 0.350
51 C 0.018
52 C 0.487
53 C -0.548
54 C -0.100
55 C -0.606
56 C 0.244
57 C 0.096
58 C 0.399
59 C -0.598
60 C -0.072
61 C -0.295
62 C -0.025
63 H 0.332
64 H 0.156
65 H 0.173
66 H -0.108
67 H 0.306
68 H 0.221
69 H 0.234
70 H 0.397
71 H 0.341
72 H 0.163
73 H -0.065
74 H 0.220
75 H 0.252
76 H 0.193
77 H 0.303
78 H 0.326
79 H 0.380
80 H 0.199
81 H 0.274
82 H 0.399
83 H 0.152
84 H 0.377
85 H -0.035
86 H 0.595
87 H 0.370
88 H 0.409
89 H 0.229
90 H 0.447
91 H 0.109
92 H -0.909
93 H 0.192
94 H 0.329
95 H 0.196
96 H 0.029
97 H 0.244

***

[3]
Here is C21H35Cl3O7PS5Si2Ta as an isolated structure in a non-equilibrium geometry from the Open Molecules 2025 dataset. Energies are from ωB97M-V/def2-TZVPD.

```
! RIJCOSX wB97M-V def2-TZVPD def2/J DEFGRID3
* xyz -2 1
Ta 0.0570 0.1420 -0.1737
Cl 1.7371 -1.3596 -3.7695
Cl -0.9447 0.3556 -4.4027
Cl -1.1412 -2.2786 -2.4811
S 1.1723 -2.1994 0.4072
S 1.3859 0.7972 1.7420
S 2.4149 0.5231 -0.8432
S -1.7229 -3.9846 0.6824
S 4.3146 1.3451 1.3456
P 0.1967 -3.9848 0.4181
Si 0.0426 -0.5775 -2.8079
Si 0.0256 2.9218 -0.4442
O -3.2774 -1.3473 3.3804
O -5.7242 -0.9623 1.7873
O -1.8737 0.3640 -0.7299
O -0.9994 -0.3708 1.5129
O 1.0026 -4.8555 1.5244
O -4.9592 -0.0831 -0.9231
O 0.5344 -4.8270 -0.9006
C 2.8411 0.8888 0.7896
C 2.9976 -4.5107 -1.1280
C -2.9129 3.3924 -0.1516
C -2.2692 -0.5070 1.3417
C 1.3070 2.9997 -3.0113
C 1.9481 -6.7817 -0.7787
C -1.1473 3.5247 -3.0271
C -1.5619 3.0370 1.8977
C -3.3251 -0.9559 2.2387
C 0.2212 -3.5472 3.4980
C 1.2474 -4.4969 2.8928
C -4.1999 -0.2871 -0.0041
C 2.6663 -3.9635 3.0185
C 1.7774 -5.3834 -1.3554
C -1.5550 3.6601 0.4951
C -1.4496 5.1793 0.7052
C 0.1654 3.6827 -2.2564
C 1.4816 3.8053 0.4436
C -2.7600 -0.1224 0.1014
C 0.5187 5.1782 -2.2552
C -4.6023 -0.7891 1.3959
H -1.8610 4.2922 -2.7234
H 0.2284 -2.5737 3.0043
H -3.0540 3.9818 -1.0559
H -1.5388 5.7293 -0.2329
H -2.2726 5.5120 1.3496
H -1.6173 2.5535 -2.8737
H 1.5032 3.6216 1.5171
H -1.6909 1.9545 1.8735
H -0.5181 5.4710 1.1898
H 3.3786 -4.6734 2.5940
H -0.7828 -3.9605 3.4395
H -3.7069 3.6816 0.5472
H 2.4408 3.4732 0.0451
H 3.2068 -4.3759 -0.0675
H -0.2006 5.7865 -1.7065
H 2.1324 -6.7289 0.2933
H 1.6175 -5.4630 -2.4361
H 1.1267 1.9425 -3.1931
H 3.8542 -5.0070 -1.5905
H 2.2493 3.0751 -2.4658
H -0.6346 3.2396 2.4381
H -0.9777 3.6410 -4.1030
H 1.4367 3.4738 -3.9917
H 1.0445 -7.3671 -0.9474
H 2.7892 -7.2832 -1.2603
H -3.0629 2.3502 -0.4190
H 2.8725 -3.5267 -1.5756
H 1.4204 4.8830 0.2887
H 1.1841 -5.4648 3.4055
H 0.4744 -3.3870 4.5493
H 0.5323 5.5409 -3.2898
H -2.3892 3.4548 2.4835
H 1.5077 5.3614 -1.8350
H 2.9104 -3.8206 4.0726
H 2.7675 -3.0092 2.5012
*
```

As for the strongest force on any atom: 0.020 hartree/bohr. The HOMO-LUMO gap is 0.2416 Ha. The total energy is -155029.6118 eV. For the relative energy (zero: lowest compared OMol25 entry of this formula, charge and spin), the calculation gives 0.000 eV.

Mulliken analysis output, partial charges in e:
1 Ta 0.616
2 Cl -0.366
3 Cl -0.356
4 Cl -0.240
5 S -0.201
6 S -0.294
7 S -0.236
8 S -0.476
9 S -0.327
10 P 0.547
11 Si 0.731
12 Si -0.024
13 O -0.661
14 O -0.601
15 O -0.697
16 O -0.528
17 O -0.278
18 O -0.679
19 O -0.417
20 C 0.335
21 C -1.044
22 C -2.063
23 C 1.276
24 C -1.643
25 C -1.312
26 C -1.757
27 C -1.980
28 C -0.217
29 C -1.222
30 C 0.508
31 C -0.087
32 C -1.165
33 C 0.636
34 C 2.694
35 C -2.000
36 C 2.648
37 C -1.456
38 C 0.602
39 C -2.002
40 C 0.417
41 H 0.311
42 H 0.052
43 H 0.316
44 H 0.323
45 H 0.538
46 H 0.135
47 H 0.339
48 H 0.362
49 H 0.327
50 H 0.255
51 H 0.346
52 H 0.518
53 H 0.268
54 H 0.152
55 H 0.260
56 H 0.159
57 H 0.326
58 H -0.038
59 H 0.499
60 H 0.303
61 H 0.263
62 H 0.460
63 H 0.490
64 H 0.317
65 H 0.459
66 H 0.223
67 H 0.115
68 H 0.461
69 H 0.238
70 H 0.511
71 H 0.543
72 H 0.495
73 H 0.348
74 H 0.488
75 H 0.156